[1]
The following is a quantum chemistry calculation of 16 unconnected molecules or ions with the total composition C48H128O48S16 at a distorted geometry, from the Open Molecules 2025 dataset.

Each line ends with the Löwdin charge.
CARTESIAN COORDINATES (ANGSTROEM)
O  -7.11793  -9.60218  7.20558  -0.302
S  -7.39782  -9.54319  8.63043  0.714
O  -8.58983  -8.86948  9.26964  -0.330
O  -7.41222  -11.07923  9.26303  -0.265
C  -7.16396  -11.20280  10.63689  -0.324
C  -7.03960  -12.69272  10.90853  -0.054
C  -5.85281  -8.80345  9.28831  -0.110
H  -7.90709  -10.77252  11.30824  0.122
H  -6.26782  -10.61737  10.84255  0.094
H  -7.11050  -12.84148  11.98600  0.080
H  -6.08037  -13.06972  10.55379  0.079
H  -7.83708  -13.18815  10.35475  0.086
H  -6.24275  -8.31599  10.18186  0.066
H  -5.67514  -8.02006  8.55155  0.068
H  -5.11908  -9.60920  9.31111  0.076
O  1.91568  -1.62801  -0.44015  -0.292
S  0.81798  -0.84283  -0.93205  0.678
O  0.70704  -0.60000  -2.38633  -0.309
O  -0.59591  -1.58563  -0.50786  -0.244
C  -0.65810  -1.88658  0.85923  -0.331
C  -1.25649  -3.28298  0.91593  -0.075
C  0.64922  0.81653  -0.04005  -0.089
H  -1.31179  -1.26741  1.47357  0.120
H  0.27545  -1.86902  1.42162  0.112
H  -0.76295  -4.08524  0.36739  0.082
H  -2.18232  -3.31814  0.34173  0.076
H  -1.54994  -3.61677  1.91121  0.080
H  0.70604  0.74048  1.04581  0.059
H  -0.31254  1.25875  -0.29996  0.069
H  1.49210  1.45673  -0.30042  0.064
O  -2.25668  6.22304  9.17884  -0.321
S  -1.76677  7.23020  8.22811  0.695
O  -2.45544  8.50290  7.90053  -0.312
O  -0.19292  7.62178  8.63345  -0.280
C  0.04880  8.06129  10.01908  -0.258
C  1.30838  8.90228  10.20664  -0.072
C  -1.36549  6.21730  6.75367  -0.105
H  0.12665  7.21806  10.70538  0.111
H  -0.77930  8.58338  10.49844  0.113
H  2.13554  8.38299  10.69063  0.069
H  1.06841  9.75211  10.84563  0.075
H  1.74119  9.19274  9.24935  0.078
H  -2.32083  5.89481  6.33964  0.073
H  -0.76651  5.38495  7.12315  0.066
H  -0.68585  6.79210  6.12455  0.067
O  -0.74769  5.49300  -6.19365  -0.311
S  0.17051  6.59223  -6.52351  0.677
O  1.51105  6.71248  -6.01836  -0.287
O  0.18535  6.75496  -8.19066  -0.267
C  0.75030  7.90462  -8.76738  -0.320
C  0.97354  7.59047  -10.23641  -0.058
C  -0.82176  8.07218  -5.99660  -0.095
H  1.65133  8.10680  -8.18826  0.117
H  0.10695  8.77888  -8.66802  0.111
H  1.39868  8.43837  -10.77346  0.082
H  0.09149  7.14648  -10.69787  0.085
H  1.71538  6.79226  -10.26171  0.078
H  -0.20907  8.84092  -6.46750  0.043
H  -0.96375  7.99585  -4.91858  0.075
H  -1.74797  8.07027  -6.57126  0.069
O  1.85512  12.70133  0.00764  -0.315
S  3.22073  12.70090  -0.52051  0.712
O  3.47727  12.78966  -2.01016  -0.329
O  4.07442  13.96217  0.13138  -0.288
C  3.78027  14.41383  1.47716  -0.287
C  4.90612  15.23993  1.99800  -0.072
C  4.16476  11.26371  0.23069  -0.095
H  3.72796  13.53753  2.12328  0.106
H  2.82732  14.93819  1.40628  0.127
H  4.75521  16.09860  1.34377  0.081
H  5.93973  14.89890  1.93924  0.088
H  4.67609  15.59186  3.00365  0.086
H  4.18230  11.31722  1.31923  0.058
H  5.12797  11.31070  -0.27735  0.063
H  3.65916  10.33246  -0.02476  0.064
O  8.66418  -7.51899  -8.04237  -0.313
S  8.19093  -8.02015  -6.76760  0.699
O  8.91483  -9.12308  -6.11441  -0.304
O  8.00163  -6.68354  -5.73434  -0.276
C  7.56755  -5.47934  -6.41341  -0.307
C  7.24431  -4.47801  -5.33901  -0.070
C  6.36548  -8.47290  -6.98141  -0.083
H  6.69140  -5.61438  -7.04762  0.108
H  8.39332  -5.12322  -7.02934  0.116
H  6.99705  -3.52186  -5.80024  0.086
H  8.13680  -4.38851  -4.71970  0.083
H  6.45266  -4.91502  -4.73038  0.083
H  5.94014  -7.62069  -7.51142  0.049
H  6.02677  -8.47585  -5.94538  0.060
H  6.25538  -9.43774  -7.47645  0.068
O  -0.12215  -5.34656  13.10536  -0.293
S  0.65537  -6.35153  12.40093  0.681
O  0.06966  -7.65098  12.06425  -0.308
O  1.11740  -5.63567  10.94251  -0.262
C  1.62866  -6.50759  9.94948  -0.292
C  1.66415  -5.79133  8.56667  -0.057
C  2.26270  -6.51883  13.22549  -0.105
H  0.99408  -7.39329  9.91868  0.104
H  2.62062  -6.90158  10.17062  0.107
H  1.74688  -6.42579  7.68423  0.073
H  2.52801  -5.17368  8.32099  0.070
H  0.73008  -5.23685  8.47626  0.077
H  2.55978  -5.48605  13.40773  0.072
H  2.91552  -6.95404  12.46884  0.056
H  2.21566  -7.14216  14.11843  0.077
O  -8.86939  -5.39104  -3.37018  -0.326
S  -10.05181  -4.76848  -2.71754  0.715
O  -11.38677  -5.23097  -3.10888  -0.294
O  -9.81856  -4.90836  -1.05735  -0.264
C  -8.57620  -4.62539  -0.53225  -0.329
C  -8.72447  -3.68530  0.68496  -0.054
C  -9.90660  -2.96381  -2.90752  -0.096
H  -7.95025  -4.06373  -1.22567  0.098
H  -7.98320  -5.53041  -0.40033  0.128
H  -7.84981  -3.03848  0.75348  0.072
H  -8.68744  -4.18017  1.65544  0.072
H  -9.61970  -3.06854  0.60575  0.081
H  -9.24901  -2.68039  -2.08573  0.048
H  -10.94302  -2.65968  -2.76110  0.070
H  -9.42829  -2.64577  -3.83390  0.078
O  -5.41010  5.80387  -0.26016  -0.310
S  -6.69716  5.20003  -0.61295  0.674
O  -7.07586  3.89424  -0.04906  -0.297
O  -7.92461  6.28275  -0.28959  -0.290
C  -7.67381  7.70483  -0.34165  -0.271
C  -7.20114  8.09041  1.02517  -0.076
C  -6.88241  5.15928  -2.41220  -0.112
H  -8.62052  8.16451  -0.62542  0.121
H  -7.10635  7.99375  -1.22630  0.111
H  -6.66243  9.03736  1.05938  0.083
H  -6.54336  7.39295  1.54379  0.077
H  -8.09464  8.12382  1.64858  0.082
H  -6.64614  6.13532  -2.83603  0.067
H  -7.95078  4.95050  -2.46781  0.067
H  -6.28050  4.34403  -2.81369  0.075
O  2.89922  0.20883  -12.92207  -0.308
S  4.03625  -0.46039  -12.26491  0.687
O  3.95862  -1.81575  -11.73998  -0.268
O  5.36722  -0.27934  -13.23721  -0.247
C  5.62556  0.96592  -13.72924  -0.358
C  6.97958  1.55898  -13.30013  -0.055
C  4.58782  0.68487  -11.04459  -0.141
H  4.83291  1.70042  -13.58667  0.111
H  5.59703  0.91807  -14.81782  0.123
H  7.78652  0.83971  -13.44016  0.082
H  6.94507  1.95594  -12.28557  0.065
H  7.19744  2.40991  -13.94553  0.078
H  4.59574  1.73544  -11.33502  0.076
H  5.57376  0.31517  -10.76290  0.078
H  3.96000  0.58400  -10.15928  0.078
O  -7.81933  -0.52013  8.84209  -0.305
S  -6.66096  0.37693  8.84507  0.660
O  -5.50072  0.04153  8.04730  -0.293
O  -7.18280  1.89654  8.46344  -0.281
C  -8.54133  2.24038  8.31470  -0.284
C  -8.64313  3.75152  8.53920  -0.066
C  -6.09322  0.73191  10.54835  -0.105
H  -9.16832  1.76430  9.06857  0.116
H  -8.85216  1.95837  7.30873  0.124
H  -8.50297  4.07129  9.57177  0.077
H  -9.58961  4.10264  8.12812  0.078
H  -7.83771  4.23514  7.98647  0.077
H  -7.02949  0.66931  11.10294  0.063
H  -5.50795  1.65058  10.58850  0.073
H  -5.49654  -0.11532  10.88641  0.066
O  4.71809  1.41863  6.10916  -0.282
S  4.50520  2.71579  6.66011  0.668
O  3.85304  3.71903  5.80773  -0.301
O  3.69333  2.66704  8.10939  -0.263
C  3.71731  1.51393  8.87267  -0.340
C  2.30666  1.25154  9.36734  -0.063
C  6.08639  3.41985  7.38329  -0.088
H  4.38775  1.58500  9.72916  0.121
H  4.04771  0.61745  8.34802  0.113
H  2.13483  2.13120  9.98763  0.077
H  2.11441  0.36315  9.96894  0.082
H  1.60664  1.22364  8.53230  0.084
H  6.69495  3.79092  6.55863  0.063
H  6.67541  2.63395  7.85607  0.066
H  5.73581  4.19383  8.06604  0.064
O  6.73105  -6.46712  3.80217  -0.301
S  6.64605  -6.41947  2.33771  0.669
O  7.76457  -6.92771  1.53322  -0.305
O  5.23433  -7.16047  1.86040  -0.254
C  4.97983  -7.25352  0.47754  -0.318
C  4.05415  -8.40998  0.16464  -0.061
C  6.36010  -4.72705  1.89497  -0.129
H  5.83288  -7.18773  -0.19780  0.119
H  4.50307  -6.30615  0.22593  0.112
H  4.44877  -9.35052  0.54902  0.082
H  4.01213  -8.47451  -0.92263  0.081
H  3.04050  -8.39054  0.56496  0.079
H  7.05528  -4.14299  2.49805  0.077
H  5.33938  -4.46242  2.17100  0.076
H  6.48571  -4.61901  0.81764  0.073
O  11.56964  2.97087  2.04925  -0.316
S  11.59374  1.72208  1.25090  0.710
O  11.64069  0.38365  1.90571  -0.304
O  10.26811  1.71211  0.25128  -0.288
C  9.68475  2.89934  -0.18541  -0.313
C  9.05739  2.61488  -1.55284  -0.063
C  12.81146  1.80678  -0.10050  -0.105
H  10.37602  3.73238  -0.31306  0.115
H  8.90388  3.17062  0.52505  0.122
H  8.79119  3.46155  -2.18561  0.075
H  8.11498  2.07261  -1.47591  0.079
H  9.85309  2.12138  -2.11089  0.077
H  12.69901  2.74416  -0.64527  0.068
H  12.49594  0.96284  -0.71393  0.072
H  13.77794  1.74800  0.40007  0.071
O  -2.26253  -7.34275  -5.40167  -0.302
S  -1.37164  -7.04489  -6.52313  0.700
O  0.03081  -6.67949  -6.26139  -0.308
O  -1.35488  -8.26858  -7.68571  -0.257
C  -2.58413  -8.77897  -8.03046  -0.354
C  -2.35403  -10.06354  -8.80539  -0.061
C  -2.16364  -5.67530  -7.48440  -0.099
H  -3.05973  -8.10032  -8.73853  0.112
H  -3.20064  -8.92561  -7.14360  0.121
H  -2.02843  -10.78748  -8.05840  0.077
H  -1.53073  -9.99312  -9.51626  0.086
H  -3.30031  -10.48068  -9.14981  0.083
H  -1.59130  -5.47705  -8.39060  0.074
H  -1.98506  -4.87438  -6.76694  0.064
H  -3.22050  -5.93803  -7.53038  0.065
O  -5.27884  3.24789  -10.41440  -0.307
S  -5.50153  1.89777  -10.90705  0.683
O  -6.31297  0.97478  -10.11096  -0.307
O  -5.94387  1.90866  -12.54147  -0.268
C  -6.17736  0.63976  -13.19009  -0.297
C  -6.77720  0.85127  -14.56103  -0.064
C  -3.75830  1.27425  -11.02743  -0.098
H  -6.82294  0.01958  -12.56824  0.116
H  -5.21595  0.13721  -13.29610  0.106
H  -7.82023  1.15400  -14.46867  0.083
H  -6.72703  -0.03651  -15.19144  0.083
H  -6.13993  1.62728  -14.98505  0.083
H  -3.27012  2.02575  -11.64793  0.066
H  -3.93253  0.33805  -11.55778  0.045
H  -3.27703  1.26847  -10.04945  0.075

Cartesian forces (eV/Å) of the 2 atoms listed first:
-1.38 -0.55 1.49
-1.33 0.97 1.45

**Max |F|**: 4.9 eV/Å
**Charge**: 0
**Energy relative to the best compared isomer or geometry (same formula, charge and spin)**: 259.63 kcal per mole
**Highest occupied orbital energy**: -10.8 eV
**Electronic energy**: -323477.59634 eV
**Gap between HOMO and LUMO**: 10.989 eV

[2]
The following is a quantum chemistry calculation of 2 unconnected molecules or ions with the total composition C4H14NOS2 at a distorted geometry, from the Open Molecules 2025 dataset.

Each line ends with the Löwdin charge.
CARTESIAN COORDINATES (ANGSTROEM)
N  -2.15116  -1.99319  1.53636  0.118
C  -0.68674  -2.25463  1.50155  -0.266
C  -0.00599  -1.52053  0.34407  -0.578
S  0.84461  -0.01097  0.82977  0.461
S  0.95038  1.06112  -0.78609  0.484
C  2.62957  1.77897  -0.95011  -0.554
C  2.46443  2.58714  -2.24942  -0.218
H  -2.52450  -0.94671  1.50151  0.163
H  -2.64960  -2.34426  0.74394  0.134
H  -2.61113  -2.40417  2.54427  0.267
H  -0.41079  -3.28824  1.39330  0.113
H  -0.20699  -1.93510  2.55382  0.170
H  -0.74163  -1.23830  -0.52175  0.101
H  0.77835  -2.32112  0.03546  0.110
H  2.97680  2.54632  -0.23954  0.083
H  3.37799  0.99566  -1.09064  0.076
H  3.10067  2.27090  -3.10251  0.081
H  3.12707  3.52927  -2.03185  0.103
H  1.45179  2.99165  -2.39686  0.053
H  -3.10209  1.49651  0.62066  0.096
H  -3.54348  0.46512  -0.57625  0.123
O  -3.06754  0.53454  0.34032  -0.120

Cartesian forces (eV/Å) of the 2 atoms listed first:
-2.51 1.02 4.51
1.73 2.17 2.00

**Max |F|**: 5.3 eV/Å
**Charge**: +1
**Energy relative to the best compared isomer or geometry (same formula, charge and spin)**: 57.41 kcal per mole
**Highest occupied orbital energy**: -11.0 eV
**Electronic energy**: -29574.88185 eV
**Gap between HOMO and LUMO**: 7.470 eV

[3]
The following is a quantum chemistry calculation of 2 unconnected molecules or ions with the total composition C19H38O6, from the Open Molecules 2025 dataset.

Each line ends with the Löwdin charge.
CARTESIAN COORDINATES (ANGSTROEM)
C  7.06291  1.29453  2.92738  -0.113
C  6.55948  1.10667  1.48917  -0.269
C  5.90077  2.36861  0.93147  -0.231
C  5.54665  2.27590  -0.56556  -0.214
C  4.05176  2.38418  -0.86334  -0.221
C  3.20002  1.34767  -0.13047  -0.228
C  1.82301  1.14292  -0.75810  -0.228
C  1.08229  -0.05436  -0.16600  -0.210
C  -0.35618  -0.18973  -0.69206  -0.201
C  -1.41282  -0.02942  0.40444  -0.203
C  -2.79303  0.28993  -0.15295  -0.150
C  -3.85863  0.39674  0.92405  -0.271
C  -5.19890  0.89985  0.39494  -0.159
O  -5.57123  2.04553  1.13530  -0.147
C  -6.93066  2.40252  0.95376  -0.280
C  -7.12335  3.86388  1.32379  -0.068
O  -4.05446  -0.92689  1.49623  -0.023
C  -3.94937  -1.04034  2.83732  -0.334
O  -3.01880  -0.66449  3.48292  0.100
H  6.89906  0.39883  3.52741  0.064
H  8.13253  1.50427  2.95434  0.067
H  6.53983  2.11539  3.42199  0.068
H  5.83360  0.28997  1.46165  0.100
H  7.39575  0.84076  0.83815  0.104
H  6.58638  3.20562  1.09355  0.109
H  5.00590  2.58648  1.52135  0.102
H  5.94104  1.34191  -0.97898  0.108
H  6.06054  3.08076  -1.09676  0.103
H  3.89166  2.27027  -1.94004  0.107
H  3.71139  3.39003  -0.59538  0.116
H  3.04599  1.66168  0.90673  0.112
H  3.71865  0.38214  -0.10249  0.116
H  1.95366  0.97295  -1.83214  0.115
H  1.21969  2.04710  -0.62207  0.120
H  1.06631  0.05063  0.92359  0.111
H  1.65580  -0.95517  -0.39745  0.111
H  -0.54602  0.54303  -1.48291  0.109
H  -0.49034  -1.18113  -1.13354  0.096
H  -1.10850  0.74198  1.11911  0.123
H  -1.48206  -0.96593  0.96525  0.109
H  -2.76633  1.24259  -0.68989  0.129
H  -3.09875  -0.50951  -0.83791  0.132
H  -3.51378  1.07146  1.71028  0.154
H  -5.94720  0.10912  0.51630  0.135
H  -5.11781  1.15909  -0.66806  0.131
H  -7.56423  1.75287  1.57068  0.120
H  -7.22785  2.23192  -0.08847  0.115
H  -7.38506  3.98593  2.37425  0.072
H  -7.91559  4.31007  0.72303  0.072
H  -6.19537  4.40347  1.13831  0.078
H  -4.81549  -1.55697  3.27551  0.146
C  0.67844  -6.03681  -4.57187  -0.037
O  0.76025  -5.18603  -3.42324  0.003
C  -0.36434  -5.11734  -2.71170  -0.624
O  -1.39162  -5.69380  -2.95979  0.123
O  -0.15741  -4.30072  -1.67924  0.001
C  -1.29216  -4.13382  -0.82384  -0.038
H  1.65680  -5.98882  -5.03951  0.093
H  0.45096  -7.05876  -4.27494  0.097
H  -0.08677  -5.67950  -5.25825  0.097
H  -1.59235  -5.08435  -0.38729  0.099
H  -2.12856  -3.70720  -1.37521  0.098
H  -0.97608  -3.44816  -0.04273  0.085

Cartesian forces (eV/Å) of the 2 atoms listed first:
-0.04 -0.15 -0.03
-0.10 0.20 0.18

**Max |F|**: 0.7 eV/Å
**Charge**: 0
**Energy relative to the best compared isomer or geometry (same formula, charge and spin)**: 0.00 kcal per mole
**SMILES**: CCCCCCCCCCC[C@@H](COCC)OC=O.COC(=O)OC
**Highest occupied orbital energy**: -10.0 eV
**Electronic energy**: -32603.94689 eV
**Gap between HOMO and LUMO**: 10.788 eV

The lowest highest occupied orbital energy belongs to which entry?
C4H14NOS2

charge of number 2 (C4H14NOS2)?
+1

What is the charge in the third record?
0